(1)
Formula: C6H8S
Source: the OMol25 dataset
Level of theory: ωB97M-V/def2-TZVPD

Calculated values
HOMO energy in eV: -8.5
2S+1: 1
LUMO energy in eV: -0.4
Energy relative to the best compared isomer or geometry (same formula, charge and spin) in kJ/mol: 613.28

Each line ends with the Löwdin charge.
Element x y z (Å)
C: 0.105 0.806 0.455  -0.542
C: -0.641 1.934 0.806  0.205
C: 0.135 1.943 -0.467  -0.183
C: 0.964 -0.420 0.506  -0.479
C: -0.352 -0.387 -0.196  -0.344
C: -1.426 -1.190 0.422  -0.049
S: 2.455 -0.224 -0.518  0.785
H: -0.502 1.925 -1.456  0.153
H: 1.036 2.452 -0.497  0.065
H: 0.972 -0.824 1.478  0.102
H: -0.244 -0.366 -1.325  0.163
H: -0.939 -2.107 0.869  0.106
H: -2.139 -1.289 -0.428  0.098
H: -1.992 -0.740 1.192  0.065
H: 2.567 -1.512 -0.840  -0.145

***

(2)
Formula: C6H8S
Source: the OMol25 dataset
Level of theory: ωB97M-V/def2-TZVPD

Calculated values
HOMO energy (alpha / beta) in eV: -8.5 / -8.6
2S+1: 1
LUMO energy (alpha / beta) in eV: -2.1 / -2.2
Energy relative to the best compared isomer or geometry (same formula, charge and spin) in kJ/mol: 318.78

Each line ends with the Löwdin charge.
Element x y z (Å)
C: 0.973 -1.339 -0.748  -0.063
C: 1.317 -0.411 0.166  -0.046
C: -0.397 -1.064 -1.248  -0.231
C: -0.769 0.189 -0.524  -0.206
C: 0.250 0.544 0.318  -0.287
C: 0.279 1.664 1.291  -0.040
S: -3.158 -0.818 0.557  0.146
H: 1.568 -2.166 -1.086  0.102
H: 2.247 -0.345 0.704  0.108
H: -0.434 -0.973 -2.336  0.129
H: -1.077 -1.876 -0.980  0.082
H: -1.631 0.775 -0.777  0.057
H: -0.283 2.520 0.929  0.082
H: 1.299 1.972 1.515  0.078
H: -0.183 1.328 2.221  0.089

***

(3)
Formula: C6H90N3O38Si
Source: the OMol25 dataset
Level of theory: ωB97M-V/def2-TZVPD

Calculated values
Total charge: +1
HOMO energy in eV: -11.8
2S+1: 1
LUMO energy in eV: -2.7

Each line ends with the Löwdin charge.
Element x y z (Å)
C: -2.919 -0.335 -1.839  -0.130
Si: -1.071 -0.094 -1.554  0.479
C: -0.521 -1.477 -0.395  -0.142
C: -0.918 1.620 -0.797  -0.132
O: -0.300 -0.087 -3.057  -0.180
C: 1.088 -0.256 -2.982  -0.247
C: 1.882 1.048 -2.896  -0.121
N: 3.133 0.814 -2.133  0.076
C: 2.891 0.661 -0.815  -0.418
N: 2.605 1.641 0.018  0.243
N: 2.965 -0.528 -0.334  0.087
O: 3.280 -1.612 -1.114  0.058
H: -3.274 -0.894 -0.986  0.027
H: -3.089 -0.963 -2.700  0.032
H: -3.465 0.591 -1.864  0.024
H: -0.048 -1.063 0.485  0.023
H: -1.353 -2.091 -0.126  0.001
H: 0.212 -2.102 -0.890  0.029
H: -1.496 1.705 0.101  0.014
H: -1.327 2.321 -1.510  0.039
H: 0.105 1.912 -0.651  -0.018
H: 1.390 -0.774 -3.875  0.130
H: 1.403 -0.887 -2.154  0.067
H: 1.308 1.886 -2.522  0.101
H: 2.202 1.307 -3.883  0.121
H: 3.820 1.543 -2.322  0.115
H: 1.985 1.345 0.758  0.132
H: 2.212 2.434 -0.461  0.119
H: 2.820 -0.731 0.644  0.174
H: 4.145 -1.917 -0.807  0.099
O: 3.885 3.350 -3.189  -0.058
H: 3.637 4.045 -3.831  0.041
H: 3.672 3.739 -2.334  0.041
O: 5.501 -3.591 -0.300  -0.110
H: 6.274 -4.167 -0.272  0.024
H: 4.796 -4.182 -0.587  0.043
O: 2.401 5.504 -4.091  -0.059
H: 2.222 6.151 -4.794  0.037
H: 2.161 5.961 -3.279  0.055
O: -1.143 2.190 2.409  -0.053
H: -0.855 3.084 2.622  0.051
H: -1.195 1.755 3.267  0.046
O: 6.798 4.974 -2.569  -0.050
H: 7.474 4.433 -2.993  0.042
H: 6.088 4.352 -2.359  0.022
O: 5.518 7.683 -2.242  -0.052
H: 5.863 6.809 -2.471  0.004
H: 4.796 7.488 -1.634  0.011
O: -3.496 -0.138 2.652  -0.063
H: -4.192 0.202 3.233  0.010
H: -2.902 0.609 2.537  -0.004
O: 9.567 4.115 -1.733  -0.042
H: 9.037 4.363 -0.971  0.041
H: 10.165 4.859 -1.856  0.057
O: -1.302 -3.483 1.713  -0.062
H: -1.351 -4.317 2.202  0.019
H: -1.987 -2.936 2.116  0.047
O: 3.067 6.904 -6.568  -0.052
H: 3.604 7.698 -6.455  0.037
H: 3.059 6.750 -7.517  0.047
O: -1.771 -6.463 3.196  -0.055
H: -1.404 -7.248 2.789  0.012
H: -2.399 -6.808 3.830  0.025
O: -6.195 -0.534 3.517  -0.052
H: -6.142 -0.693 2.570  0.062
H: -6.241 -1.416 3.900  0.045
O: 4.820 7.537 0.736  -0.061
H: 5.186 8.425 0.811  0.056
H: 4.631 7.288 1.648  0.023
O: -5.848 1.469 5.899  -0.053
H: -6.632 1.623 6.434  0.045
H: -6.115 0.772 5.291  -0.011
O: 5.997 -6.333 -0.112  -0.043
H: 6.282 -7.106 -0.617  0.063
H: 5.347 -6.686 0.505  0.068
O: 2.367 -2.615 3.016  -0.046
H: 1.488 -2.545 2.623  0.024
H: 2.958 -2.794 2.278  0.018
O: -8.063 2.040 3.842  -0.059
H: -7.195 1.646 3.714  -0.020
H: -8.659 1.424 3.409  0.032
O: -2.453 -9.031 3.157  -0.050
H: -3.315 -9.137 2.737  0.083
H: -2.614 -9.254 4.081  0.077
O: -8.324 -2.288 4.032  -0.065
H: -9.182 -2.395 3.607  -0.018
H: -8.492 -2.539 4.944  0.033
O: -0.878 -11.924 3.421  -0.057
H: -0.395 -11.104 3.553  0.022
H: -0.961 -11.996 2.463  0.022
O: 6.310 -6.184 -3.016  -0.054
H: 6.065 -5.435 -3.580  0.045
H: 6.178 -5.872 -2.113  -0.021
O: -10.698 -3.439 4.731  -0.055
H: -11.485 -3.326 5.267  0.039
H: -10.945 -4.128 4.110  0.037
O: -2.077 -4.669 -1.786  -0.053
H: -1.727 -4.499 -0.902  0.015
H: -1.807 -3.902 -2.297  0.023
O: -0.326 4.943 -3.499  -0.068
H: 0.519 4.487 -3.542  -0.007
H: -0.942 4.343 -3.938  0.008
O: -13.088 -4.704 4.238  -0.043
H: -13.878 -4.588 4.776  0.052
H: -13.331 -5.394 3.613  0.054
O: -10.772 -1.720 2.258  -0.054
H: -11.081 -1.029 1.665  0.043
H: -10.978 -1.383 3.138  0.033
O: 10.845 1.157 -1.859  -0.068
H: 10.679 0.483 -1.188  -0.012
H: 10.166 1.817 -1.688  -0.005
O: -5.095 3.392 2.966  -0.060
H: -5.936 3.310 2.498  -0.002
H: -5.318 3.194 3.884  0.018
O: 3.567 8.856 -4.309  -0.051
H: 4.019 8.713 -3.465  0.008
H: 2.640 8.696 -4.110  0.033
O: -7.611 2.682 1.119  -0.054
H: -8.466 2.681 0.680  0.046
H: -6.988 2.495 0.404  0.012
O: 9.897 -1.306 -0.584  -0.055
H: 10.005 -1.768 -1.422  0.058
H: 9.755 -2.011 0.057  0.040
O: 7.423 -2.601 -0.055  -0.070
H: 7.285 -2.325 -0.965  0.056
H: 7.534 -1.773 0.426  0.058
O: -1.040 -10.227 0.923  -0.062
H: -1.328 -9.559 0.294  0.041
H: -1.244 -9.845 1.788  -0.017
O: 6.446 6.882 3.131  -0.055
H: 6.585 6.529 2.244  0.027
H: 6.280 6.106 3.675  0.041
O: -1.460 3.623 -6.060  -0.044
H: -2.304 3.644 -6.521  0.044
H: -0.828 3.353 -6.732  0.043
O: -6.169 3.009 -1.587  -0.046
H: -5.683 3.827 -1.441  0.049
H: -6.216 2.927 -2.543  0.043

***

(4)
Formula: C6H9AgF12N2O13S4
Source: the OMol25 dataset
Level of theory: ωB97M-V/def2-TZVPD

Calculated values
Total charge: -1
HOMO energy (alpha / beta) in eV: -7.5 / -7.3
2S+1: 2
LUMO energy (alpha / beta) in eV: 2.4 / -0.5
Energy relative to the best compared isomer or geometry (same formula, charge and spin) in kJ/mol: 0.00

Each line ends with the Löwdin charge.
Element x y z (Å)
Ag: 22.303 -2.683 1.278  1.016
C: 21.616 -3.923 5.398  -0.662
F: 22.237 -2.767 5.658  0.129
F: 22.005 -4.814 6.305  0.144
F: 20.308 -3.735 5.472  0.143
S: 22.153 -4.545 3.728  0.592
O: 23.363 -3.849 3.464  -0.315
O: 22.201 -5.944 3.827  -0.235
N: 21.033 -3.935 2.663  -0.334
S: 19.802 -4.939 2.416  0.568
O: 19.834 -5.570 1.151  -0.254
O: 19.423 -5.743 3.541  -0.270
C: 18.434 -3.711 2.308  -0.683
F: 17.334 -4.271 1.817  0.146
F: 18.157 -3.232 3.532  0.116
F: 18.772 -2.674 1.547  0.124
C: 25.943 -5.288 2.159  -0.706
F: 24.985 -6.185 2.253  0.150
F: 26.041 -4.718 3.349  0.145
F: 27.079 -5.857 1.838  0.168
S: 25.513 -3.986 0.890  0.632
O: 25.598 -2.754 1.636  -0.314
O: 26.439 -4.039 -0.194  -0.267
N: 23.921 -4.207 0.524  -0.330
S: 23.805 -5.383 -0.599  0.574
O: 24.945 -6.218 -0.743  -0.261
O: 22.537 -6.019 -0.518  -0.257
C: 23.748 -4.423 -2.201  -0.654
F: 24.470 -3.302 -2.183  0.121
F: 24.281 -5.192 -3.160  0.127
F: 22.502 -4.129 -2.560  0.126
C: 20.695 -0.563 3.530  -0.006
C: 20.993 0.069 2.195  -0.672
O: 21.061 1.269 2.019  0.056
O: 21.218 -0.747 1.194  -0.080
H: 20.086 0.119 4.128  0.088
H: 21.587 -0.785 4.112  0.068
H: 20.090 -1.462 3.409  0.048
O: 23.347 -1.356 -0.387  -0.085
H: 23.840 -1.352 -1.212  0.052
H: 22.929 -0.490 -0.299  0.053
O: 23.659 -1.160 2.627  -0.095
H: 23.818 -0.287 2.997  0.066
H: 24.535 -1.550 2.449  0.009
O: 20.821 -3.079 -0.626  -0.086
H: 20.576 -2.313 -1.152  0.056
H: 20.630 -3.854 -1.163  0.050

***

(5)
Formula: C6H9AgLiO2
Source: the OMol25 dataset
Level of theory: ωB97M-V/def2-TZVPD

Calculated values
HOMO energy (alpha / beta) in eV: -6.4 / -6.6
2S+1: 2
LUMO energy (alpha / beta) in eV: -2.2 / -2.2
Energy relative to the best compared isomer or geometry (same formula, charge and spin) in kJ/mol: 47.79

Each line ends with the Löwdin charge.
Element x y z (Å)
C: 0.027 1.027 1.152  -0.144
H: 0.175 0.874 0.082  0.030
H: -0.485 1.989 1.266  0.077
C: -2.093 -0.065 -1.175  0.029
C: -1.138 -0.724 -1.978  -0.208
C: 0.192 -0.311 -2.083  -0.396
O: 1.214 -1.044 -1.706  -0.354
Ag: 0.892 -2.893 -2.879  0.713
H: -2.134 1.029 -1.205  0.066
H: -2.954 -0.617 -0.794  0.054
H: -1.372 -1.776 -2.200  0.063
H: 0.403 0.769 -2.183  0.123
H: 1.622 1.632 2.639  0.118
O: 2.443 0.088 1.518  -0.364
C: 1.378 0.763 2.003  -0.528
C: 0.067 0.106 2.353  -0.145
H: -0.012 -0.965 2.148  0.093
H: -0.466 0.439 3.250  0.093
Li: 2.240 -0.320 -0.205  0.678

***

(6)
Formula: C6H9BO3
Source: the OMol25 dataset
Level of theory: ωB97M-V/def2-TZVPD

Calculated values
HOMO energy in eV: -9.2
2S+1: 1
LUMO energy in eV: 0.1
Energy relative to the best compared isomer or geometry (same formula, charge and spin) in kJ/mol: 89.46
SMILES: C=CC(=O)/C(=C\C)B(O)O

Each line ends with the Löwdin charge.
Element x y z (Å)
C: -0.278 -2.677 -0.492  0.061
C: -0.112 -1.421 -0.944  -0.077
C: 0.889 -0.627 -0.295  -0.446
O: 2.011 -1.059 -0.036  0.096
C: 0.423 0.730 0.090  -0.042
C: -0.123 0.924 1.275  -0.102
C: -0.121 -0.114 2.277  -0.070
B: 0.071 1.795 -1.112  -0.642
O: -0.363 2.973 -0.631  0.172
O: 0.345 1.375 -2.359  0.210
H: -0.954 -3.409 -0.749  0.027
H: 0.330 -3.198 0.252  0.080
H: -0.749 -1.076 -1.808  0.137
H: -0.537 1.863 1.553  0.107
H: 0.353 -1.023 1.806  0.088
H: 0.300 0.044 3.237  0.075
H: -1.094 -0.517 2.431  0.077
H: -0.387 3.692 -1.327  0.145
H: -0.005 1.724 -3.166  0.105